Here is a cluster of 9 separate species, C3H24N2O9 in total at a distorted geometry from the OMol25 dataset. Energies are from ωB97M-V with the def2-TZVPD basis set.

XYZ file:
```
38
Properties=species:S:1:pos:R:3:nbo_charge:R:1
N -2.286 -0.816 -0.842 -0.836
C -1.210 -1.574 -0.194 -0.343
C 0.071 -0.709 -0.329 0.689
N 0.077 0.469 0.442 -0.659
C 0.888 1.552 -0.088 -0.442
O 1.142 -0.965 -0.863 -0.678
H -2.795 -1.331 -1.541 0.386
H -2.922 -0.529 -0.104 0.362
H -1.313 -1.716 0.906 0.227
H -1.071 -2.596 -0.552 0.211
H -0.814 0.757 0.846 0.418
H 1.873 1.324 -0.492 0.228
H 0.195 2.173 -0.672 0.226
H 1.275 2.229 0.674 0.200
H 0.352 -1.335 2.049 0.483
H 0.587 -1.426 3.521 0.503
O -0.125 -1.269 2.888 -0.959
H -0.379 -1.751 -3.933 0.477
H -0.307 -1.966 -2.457 0.485
O -0.590 -1.306 -3.102 -0.956
H 3.873 -1.544 0.883 0.447
H 3.069 -1.171 -0.348 0.488
O 3.810 -1.737 -0.058 -0.938
H -3.177 2.354 0.927 0.454
H -2.248 2.115 1.997 0.488
O -2.252 2.576 1.123 -0.956
H -1.691 1.416 -2.331 0.484
H -1.144 0.525 -3.577 0.491
O -1.414 1.384 -3.244 -0.979
H 2.402 0.664 3.333 0.480
H 2.725 -0.250 2.257 0.467
O 2.348 -0.285 3.146 -0.946
H -0.628 0.426 3.035 0.513
H -2.137 0.448 3.245 0.469
O -1.382 1.048 3.149 -0.984
H 1.804 0.622 -2.532 0.473
H 1.363 0.965 -3.906 0.467
O 2.028 1.228 -3.255 -0.941
```

## Properties
Multiplicity: 1
Net charge: 0
Gap between HOMO and LUMO (eV): 9.97
Lowest unoccupied orbital energy (eV): 0.0
Energy above the lowest of the compared OMol25 structures with the same formula, charge and spin (kcal/mol): 34.22